Entry 1:
{"formula": "C7H9N", "method": "ωB97M-V/def2-TZVPD", "symbols": ["C", "C", "N", "C", "C", "C", "C", "C", "H", "H", "H", "H", "H", "H", "H", "H", "H"], "xyz": [[1.71354, 0.26197, -0.90364], [0.99886, 1.35797, -1.07774], [-0.20901, 1.24150, -0.33808], [-0.34050, 0.00744, 0.11114], [0.83267, -0.76693, -0.25614], [1.58790, -1.91889, 0.40827], [-2.62193, 0.38716, 1.05261], [-1.52999, -0.32586, 0.83019], [2.78640, 0.17364, -0.85683], [1.10857, 2.19340, -1.75249], [-1.09001, 1.68205, -0.58514], [1.62359, -2.87230, -0.09967], [1.76429, -1.98715, 1.47140], [0.49041, -1.53670, -0.98203], [-3.54733, -0.15536, 1.19066], [-2.65081, 1.46784, 0.99187], [-1.59010, -1.38638, 1.06334]], "forces_ev_per_a": [[0.296, -0.533, 0.636], [-0.483, 1.128, -0.468], [-0.515, -1.276, -1.835], [-0.320, 1.249, 1.855], [1.738, -1.585, 0.087], [-0.679, 0.123, 1.446], [-0.244, 0.544, -0.392], [0.040, -2.496, -0.326], [0.067, -0.244, -1.146], [0.452, 0.337, 0.574], [0.435, 0.747, 0.247], [0.173, 0.176, -0.253], [0.082, 0.372, 0.110], [-0.745, 1.186, -0.921], [-0.012, 0.248, 0.758], [-0.177, 0.055, -0.182], [-0.106, -0.031, -0.191]], "e_homo_ev": [-13.2613, -13.7464], "s2": 0.7539, "de_lowest_ev": 3.827, "spin_multiplicity": 2, "total_charge": 1, "gap_ev": [7.757, 8.179]}

***

Entry 2:
{"formula": "C2H16NO5", "method": "ωB97M-V/def2-TZVPD", "symbols": ["C", "C", "N", "H", "H", "H", "H", "H", "H", "H", "H", "O", "H", "H", "O", "H", "H", "O", "H", "H", "O", "H", "H", "O"], "xyz": [[-2.30912, -1.27913, -2.80952], [-1.44144, 0.88184, -2.21755], [-1.53527, -0.34765, -2.01640], [-3.03349, -1.74682, -2.15446], [-1.68273, -2.09703, -3.16722], [-2.77948, -0.84702, -3.67351], [-1.89670, 1.33297, -3.09050], [-1.06707, 1.67246, -1.59978], [-1.10686, -0.75052, -1.17247], [-0.52084, -1.22459, 1.35333], [-0.55298, 0.10898, 0.73340], [-0.91246, -0.79547, 0.57956], [-0.02068, 2.58204, 1.34335], [0.33009, 1.38062, 2.13892], [0.30216, 1.67413, 1.21612], [1.34600, -2.97561, 5.26094], [2.02143, -4.25973, 5.37880], [1.23065, -3.81881, 5.71977], [2.54664, 5.17623, -1.69162], [2.47368, 6.68575, -1.83770], [2.22089, 5.96643, -1.24930], [1.81268, -2.68953, 0.25436], [2.58892, -2.48231, 1.68142], [1.98599, -2.14722, 1.02003]], "forces_ev_per_a": [[0.230, -1.111, -0.309], [-1.014, 1.780, -1.262], [0.211, -0.567, 0.268], [-0.288, 0.129, 0.139], [0.266, 0.152, 0.112], [-0.184, 0.567, -0.104], [-0.236, -0.459, -0.364], [0.950, -0.542, 0.995], [0.029, -0.027, 0.657], [-0.058, -0.693, -0.373], [-0.298, -0.104, -0.373], [0.439, 0.800, 0.463], [0.121, -0.169, -0.399], [0.305, -0.151, -0.121], [-0.401, 0.397, 0.601], [-0.474, 0.154, 0.332], [-0.182, -0.476, 0.391], [0.664, 0.319, -0.710], [0.057, 0.034, 0.045], [-0.021, 0.044, 0.080], [-0.037, -0.101, -0.127], [0.593, -0.705, 0.260], [0.191, -0.750, -0.494], [-0.862, 1.479, 0.294]], "e_homo_ev": -13.4936, "de_lowest_ev": 1.716, "spin_multiplicity": 1, "total_charge": 1, "gap_ev": 9.052}

***

Entry 3:
{"formula": "C27H22BN4O2Pd", "method": "ωB97M-V/def2-TZVPD", "symbols": ["Pd", "N", "C", "C", "C", "C", "C", "C", "C", "C", "C", "C", "C", "C", "N", "C", "C", "C", "C", "N", "H", "H", "H", "H", "H", "H", "H", "H", "H", "H", "N", "C", "C", "C", "C", "C", "C", "C", "C", "C", "O", "B", "O", "C", "C", "H", "H", "H", "H", "H", "H", "H", "H", "H", "H", "H", "H"], "xyz": [[-1.12194, -2.67629, -1.47395], [6.52739, -3.27593, 5.64099], [5.67888, -3.23616, 4.86251], [4.63044, -3.18565, 3.89967], [3.55917, -4.08442, 3.96445], [2.54571, -4.02881, 3.03481], [2.55649, -3.08749, 1.98750], [3.65080, -2.20365, 1.92792], [4.65843, -2.24274, 2.86487], [1.48679, -3.02910, 1.00556], [1.83188, -2.87251, -0.37522], [3.09238, -2.99425, -0.98973], [2.90205, -2.86578, -2.37184], [1.54321, -2.67735, -2.56272], [0.90172, -2.68408, -1.36324], [0.12859, -3.12747, 1.44277], [-0.37129, -3.11447, 2.76015], [-1.77214, -3.14657, 2.68660], [-2.09357, -3.16455, 1.34149], [-0.95584, -3.18327, 0.59698], [3.54388, -4.83254, 4.74704], [1.73151, -4.73910, 3.07655], [3.67470, -1.46152, 1.14173], [5.48019, -1.53905, 2.82085], [4.02548, -3.18782, -0.48641], [3.65693, -2.90318, -3.14172], [0.99684, -2.53849, -3.48401], [0.22225, -3.06957, 3.65828], [-2.46850, -3.15297, 3.51049], [-3.06303, -3.16275, 0.86891], [-4.06631, -2.96587, -2.44400], [-3.00546, -2.78279, -2.02247], [-4.02815, 4.94654, -0.87543], [-2.56743, 5.09175, -1.30715], [-2.52976, 5.86610, -2.63419], [-1.83033, 5.89666, -0.22728], [-1.88497, 3.73670, -1.50285], [-0.53772, 3.69708, -1.87473], [0.15113, 2.50968, -2.09861], [-0.55139, 1.33813, -1.93229], [-0.14473, 0.04004, -2.07582], [-1.25741, -0.73433, -1.75735], [-2.34476, 0.07369, -1.45608], [-1.88570, 1.36032, -1.55423], [-2.57471, 2.53335, -1.33977], [-4.46898, 5.93699, -0.74822], [-4.10528, 4.41829, 0.07638], [-4.61441, 4.41190, -1.62440], [-3.05243, 6.82066, -2.53198], [-3.01220, 5.28896, -3.42489], [-1.50378, 6.07010, -2.94160], [-2.32607, 6.85845, -0.07370], [-0.79515, 6.09102, -0.50882], [-1.82968, 5.35367, 0.71933], [0.00653, 4.62548, -1.99543], [1.19466, 2.50086, -2.38358], [-3.61491, 2.48415, -1.05214]], "forces_ev_per_a": [[1.023, -0.467, 0.763], [-0.033, 0.000, -0.031], [0.230, -0.003, 0.219], [-0.348, -0.005, -0.337], [0.153, 0.028, 0.115], [-0.047, 0.047, -0.144], [0.092, -0.009, 0.109], [-0.093, -0.010, -0.005], [0.137, -0.061, 0.169], [-0.145, 0.011, -0.113], [0.047, -0.107, 0.065], [-0.032, 0.018, 0.100], [-0.084, 0.050, -0.108], [0.300, -0.033, 0.088], [-0.292, 0.091, -0.569], [0.053, 0.106, 0.153], [0.090, 0.021, -0.058], [-0.078, -0.020, -0.095], [-0.042, -0.062, 0.283], [-0.476, 0.189, -0.747], [-0.019, 0.003, -0.001], [0.018, -0.013, 0.040], [0.006, 0.002, 0.011], [-0.017, 0.013, -0.041], [-0.016, -0.003, 0.011], [-0.006, -0.015, 0.004], [0.008, 0.033, 0.004], [-0.002, -0.009, -0.002], [0.001, 0.008, -0.005], [0.018, 0.002, -0.030], [-0.002, 0.051, 0.038], [-0.433, -0.019, -0.012], [0.099, -0.008, -0.025], [-0.002, 0.049, -0.026], [-0.022, -0.025, 0.073], [-0.041, -0.027, -0.034], [0.005, -0.015, -0.006], [0.008, 0.042, 0.003], [0.119, -0.130, -0.021], [-0.391, 0.185, 0.063], [0.098, -0.105, -0.104], [0.096, 0.278, 0.243], [-0.135, -0.124, 0.068], [0.285, 0.081, -0.132], [-0.071, -0.126, 0.031], [-0.003, 0.001, 0.002], [-0.049, -0.015, -0.009], [-0.025, -0.011, 0.021], [0.014, 0.004, -0.003], [-0.005, 0.020, -0.013], [-0.003, 0.005, -0.028], [0.014, 0.007, 0.003], [0.005, -0.004, 0.019], [0.016, 0.013, 0.008], [-0.019, 0.006, -0.010], [-0.009, 0.012, 0.000], [0.005, 0.051, 0.001]], "e_homo_ev": [-3.0076, -4.7556], "s2": 2.0374, "de_lowest_ev": 0.314, "spin_multiplicity": 3, "total_charge": -1, "gap_ev": [5.232, 5.584]}